Formula: C4H13N2O
Source: the OMol25 dataset
Level of theory: wB97M-V/def2-TZVPD

ΔE to the lowest compared entry with this formula, charge and spin	328.2	kJ/mol
charge	+1
HOMO	-0.461	hartree
calculated total energy	-9378.182	eV

Each line ends with the Mulliken charge.
Cartesian coordinates (Å):
C  -1.4507  -0.5650  -1.4089  -0.455
O  -0.4984  0.5004  -1.1196  -0.586
C  -2.6229  -0.5969  -0.3664  -0.832
H  -1.8111  -0.4181  -2.4312  0.353
H  -0.8392  -1.4650  -1.3923  0.323
H  -1.0937  1.3198  -0.9707  0.317
H  -3.1046  0.3819  -0.1466  0.321
H  -3.3806  -1.2853  -0.8005  0.307
H  -2.2225  -1.0984  0.5306  0.268
C  2.3082  0.2477  0.2549  -0.052
C  1.6833  0.0410  1.4535  -0.525
N  0.2955  -0.4615  1.3238  -0.197
N  3.0407  1.4057  -0.1108  -0.565
H  2.1389  -0.4191  -0.6007  0.363
H  2.0115  0.1657  2.4893  0.440
H  -0.0348  -0.1502  0.3925  0.139
H  0.1669  -1.4977  1.4641  0.385
H  -0.3308  -0.0079  2.0008  0.414
H  2.8755  2.1963  0.5166  0.283
H  2.8689  1.7065  -1.0783  0.300

---

Formula: C4H13N2O
Source: the OMol25 dataset
Level of theory: wB97M-V/def2-TZVPD

ΔE to the lowest compared entry with this formula, charge and spin	333.5	kJ/mol
charge	+1
HOMO	-0.482	hartree
calculated total energy	-9378.127	eV

Each line ends with the Mulliken charge.
Cartesian coordinates (Å):
C  -1.1950  0.3487  -0.1631  -0.640
C  -0.7244  -1.0187  -0.6988  -0.828
C  0.6633  -0.9381  -1.1906  0.529
C  1.2496  -2.2094  -1.3102  -0.911
N  1.1602  0.3188  -1.7418  -0.493
N  -0.0729  0.7456  0.6245  -0.182
H  -2.0804  0.2243  0.4635  0.390
H  -1.5573  1.1950  -0.9228  0.320
H  -1.4064  -1.3224  -1.4173  0.388
H  -0.8854  -1.6726  0.2877  0.307
H  2.1329  -2.2141  -1.9117  0.268
H  0.9274  -3.0286  -0.5670  0.265
H  2.0901  -0.1115  -2.0498  0.294
H  0.6432  0.5296  -2.5435  0.251
H  0.7172  0.9409  -0.1415  0.459
H  0.2233  -0.0130  1.1421  0.281
H  -0.2795  1.5919  1.2258  0.283
H  -0.2332  1.9526  4.3029  0.330
H  -0.7151  2.8399  3.1497  0.358
O  -0.6576  1.8414  3.4618  -0.669

---

Formula: C4H13N2O
Source: the OMol25 dataset
Level of theory: wB97M-V/def2-TZVPD

ΔE to the lowest compared entry with this formula, charge and spin	610.8	kJ/mol
charge	+1
HOMO	-0.545	hartree
calculated total energy	-9375.253	eV

Each line ends with the Mulliken charge.
Cartesian coordinates (Å):
C  -0.7140  1.7228  -1.5652  -0.985
C  -1.6590  0.5396  -1.4553  -0.764
C  -1.2083  -0.2747  -0.1973  0.639
C  -0.6824  -1.5821  -0.2940  -0.205
N  0.0356  -2.1789  0.7008  -0.400
N  -1.0938  0.4434  0.9168  -0.562
H  -0.8680  2.3857  -2.4174  0.340
H  0.3002  1.3096  -1.6341  0.337
H  -0.7666  2.2936  -0.6274  0.342
H  -2.6804  0.7337  -1.1610  0.344
H  -1.7289  -0.1685  -2.2831  0.443
H  -0.9788  -2.0333  -1.2128  0.380
H  -0.3042  -1.9912  1.6350  0.349
H  1.1026  -2.0809  0.6288  0.369
H  4.8345  -0.5629  1.0188  -0.072
H  5.2107  -0.0004  0.6935  0.072
H  -1.8712  1.1004  0.9811  0.296
H  0.4518  0.0876  1.5187  0.420
H  1.3406  0.4142  2.7627  0.322
O  1.2797  -0.1579  1.9913  -0.667

---

Formula: C4H13N2O2
Source: the OMol25 dataset
Level of theory: wB97M-V/def2-TZVPD

ΔE to the lowest compared entry with this formula, charge and spin	193.5	kJ/mol
charge	-1
HOMO	-0.112	hartree
calculated total energy	-11432.731	eV

Each line ends with the Mulliken charge.
Cartesian coordinates (Å):
C  -0.5546  -0.4152  0.5088  -0.483
N  -0.1840  0.6867  -0.4458  -0.240
C  -1.1935  0.7680  -1.5276  -0.624
O  -2.3648  0.4099  -1.0665  -0.883
C  0.7088  -1.2761  0.8374  -0.852
N  2.0419  -0.6644  0.9004  -0.369
C  2.7513  -0.5663  -0.3915  -0.859
H  -0.9422  0.0383  1.3890  0.392
H  -1.1598  -1.1564  -0.0148  0.262
H  -0.0136  1.6039  -0.0269  0.227
H  -1.2878  1.8095  -1.7836  0.347
H  -0.8506  0.0352  -2.3088  0.246
H  0.5669  -1.8664  1.8068  0.290
H  0.8251  -2.1070  0.1785  0.391
H  1.8638  0.2013  1.3955  0.266
H  3.5795  0.1276  -0.1961  0.311
H  3.0912  -1.5672  -0.6265  0.296
H  2.1516  -0.4292  -1.2183  0.306
H  -2.5302  1.1440  0.2715  0.479
H  -3.7110  1.5830  1.2010  0.240
O  -2.7879  1.6410  1.1173  -0.743

---

Formula: C4H13N2O2
Source: the OMol25 dataset
Level of theory: wB97M-V/def2-TZVPD

ΔE to the lowest compared entry with this formula, charge and spin	189.7	kJ/mol
charge	+1
HOMO	-0.485	hartree
calculated total energy	-11427.508	eV

Each line ends with the Mulliken charge.
Cartesian coordinates (Å):
O  2.7150  2.5056  -0.1985  -0.432
C  2.7624  1.3072  -0.0884  -0.318
C  1.5429  0.3992  -0.0980  0.286
C  0.4273  0.9096  -0.9818  -0.739
C  -0.6743  -0.1382  -1.1209  -0.732
N  -1.4921  -0.1522  0.1305  -0.276
N  1.0329  0.1857  1.2719  -0.687
H  3.7559  0.8628  0.0432  0.416
H  1.9200  -0.5458  -0.4539  0.366
H  0.7718  1.2509  -1.9618  0.396
H  0.0364  1.8313  -0.5520  0.309
H  -0.2396  -1.1115  -1.2090  0.352
H  -1.3268  0.0614  -1.9705  0.429
H  -1.7400  0.8067  0.4088  0.359
H  -0.8932  -0.4544  0.9206  0.348
H  -2.3860  -0.6630  0.0992  0.373
H  0.7592  1.0865  1.6650  0.259
H  1.8108  -0.0825  1.8718  0.297
H  -3.7529  -2.7249  0.7877  0.339
H  -2.1536  -2.7916  1.0062  0.341
O  -2.8758  -2.5427  0.4299  -0.684

---

Formula: C4H13N2O2
Source: the OMol25 dataset
Level of theory: wB97M-V/def2-TZVPD

ΔE to the lowest compared entry with this formula, charge and spin	301.2	kJ/mol
charge	+1
HOMO	-0.495	hartree
calculated total energy	-11426.352	eV

Each line ends with the Mulliken charge.
Cartesian coordinates (Å):
O  1.3617  -1.8275  0.9064  -0.442
C  0.7625  -0.9368  1.4364  -0.172
C  0.8390  0.5422  1.0289  0.284
C  0.6378  0.6349  -0.4961  -0.452
C  -0.6144  1.4244  -0.8697  -1.068
N  -1.8159  0.8033  -0.2814  -0.186
N  0.0140  1.3812  1.9116  -0.608
H  0.0259  -1.1034  2.2303  0.348
H  1.9470  0.6742  1.1582  0.280
H  0.5835  -0.4246  -0.8646  0.190
H  1.5371  0.9263  -1.0498  0.417
H  -0.6226  1.8066  -1.8935  0.493
H  -0.4702  2.4868  -0.4649  0.364
H  -2.5958  1.4379  -0.4543  0.382
H  -1.9410  -0.1123  -0.6957  0.328
H  0.2977  1.3880  2.8903  0.265
H  0.0343  2.2888  1.4817  0.187
H  -1.8190  0.8725  0.7971  0.393
H  -0.1804  -2.7634  -2.3253  0.329
H  0.0739  -1.5449  -3.2601  0.320
O  -0.6039  -2.0285  -2.7792  -0.652

---

Formula: C4H13N2OP
Source: the OMol25 dataset
Level of theory: wB97M-V/def2-TZVPD

ΔE to the lowest compared entry with this formula, charge and spin	300.2	kJ/mol
charge	0
SMILES	CCO/P=N/C.CN
HOMO	-0.321	hartree
calculated total energy	-18673.073	eV

Each line ends with the Mulliken charge.
Cartesian coordinates (Å):
C  2.4550  -2.3175  0.0217  -1.229
C  -1.0302  1.6816  2.7434  -0.768
C  -0.0807  1.0821  -1.7371  -0.491
C  0.9829  -1.9714  -0.1387  -0.257
N  -0.4290  0.8663  1.7235  -0.020
N  -1.5487  0.6262  -1.6064  -0.636
O  0.6623  -0.7325  0.4336  -0.122
P  0.0963  -0.6269  1.9007  -0.084
H  2.9305  -1.3341  -0.1683  0.309
H  2.7188  -2.4818  1.0705  0.316
H  2.6440  -2.9674  -0.7171  0.432
H  -2.1419  1.8056  2.3988  0.224
H  -1.1398  1.3261  3.8546  0.257
H  -0.5214  2.7061  2.7624  0.258
H  -0.0828  2.0196  -1.3148  0.357
H  0.6151  0.3444  -1.1441  -0.009
H  0.1362  0.9603  -2.7813  0.356
H  0.2620  -2.8451  0.2514  0.379
H  0.7246  -1.8138  -1.2492  0.246
H  -1.6333  0.6560  -0.5777  0.252
H  -1.6950  -0.3502  -1.9801  0.231

---

Formula: C4H13N2OS
Source: the OMol25 dataset
Level of theory: wB97M-V/def2-TZVPD

ΔE to the lowest compared entry with this formula, charge and spin	130.9	kJ/mol
charge	-1
HOMO	-0.111	hartree
calculated total energy	-20221.576	eV

Each line ends with the Mulliken charge.
Cartesian coordinates (Å):
C  1.4673  -1.1963  -0.6274  -0.728
O  0.9481  0.0459  -0.8303  -0.799
C  1.0714  -1.7563  0.7423  0.005
N  1.6112  -3.1012  0.9386  -0.536
H  1.1226  -1.9529  -1.3736  0.219
H  2.5862  -1.1947  -0.6865  0.238
H  1.3634  -1.0537  1.5329  0.200
H  -0.0214  -1.7781  0.8093  0.022
H  2.4465  -3.3153  0.4260  0.181
H  1.6870  -3.4189  1.8900  0.161
C  -1.0019  2.2969  0.0485  -0.373
C  -1.9710  1.2333  -0.4216  -0.368
S  -3.2144  0.8404  0.8405  -0.304
N  -0.1412  2.6031  -1.0912  -0.820
H  -1.5268  3.2090  0.3658  0.461
H  -0.4310  1.9396  0.9139  0.228
H  -2.4448  1.5860  -1.3399  0.377
H  -1.3860  0.3475  -0.6733  0.079
H  -3.1202  -0.4912  0.7317  0.090
H  0.4846  3.3775  -0.9252  0.204
H  0.4704  1.7792  -1.2705  0.465

---

Formula: C4H13N2OS
Source: the OMol25 dataset
Level of theory: wB97M-V/def2-TZVPD

ΔE to the lowest compared entry with this formula, charge and spin	90.2	kJ/mol
charge	+1
HOMO	-0.469	hartree
calculated total energy	-20215.128	eV

Each line ends with the Mulliken charge.
Cartesian coordinates (Å):
O  -0.0199  -1.4314  -0.0048  -0.613
C  0.8279  -2.2765  -0.2154  0.030
C  2.2094  -1.9949  -0.7253  -0.381
N  3.1463  -2.8001  0.0461  -0.581
H  0.6070  -3.3336  -0.0069  0.388
H  2.2260  -2.3565  -1.7606  0.324
H  2.3873  -0.9152  -0.7327  0.252
H  4.0373  -2.8671  -0.4289  0.247
H  3.3370  -2.3657  0.9429  0.222
C  -2.0730  1.5968  0.0097  -0.470
C  -1.1318  2.3940  0.8947  -0.761
S  -2.0552  3.4623  2.0321  -0.150
N  -1.2826  0.7721  -0.9774  -0.195
H  -2.7303  2.2546  -0.5494  0.359
H  -2.6728  0.8974  0.5877  0.395
H  -0.5423  3.0761  0.2848  0.362
H  -0.4581  1.7426  1.4485  0.381
H  -2.5520  2.4661  2.7805  0.145
H  -1.8964  0.2913  -1.6343  0.377
H  -0.7316  0.0284  -0.4880  0.299
H  -0.6323  1.3593  -1.5032  0.368

---

Formula: C4H13N2S
Source: the OMol25 dataset
Level of theory: wB97M-V/def2-TZVPD

ΔE to the lowest compared entry with this formula, charge and spin	115.7	kJ/mol
charge	+1
HOMO	-0.476	hartree
calculated total energy	-18167.294	eV

Each line ends with the Mulliken charge.
Cartesian coordinates (Å):
C  -2.4402  1.2908  0.3123  -1.243
C  0.9845  -1.1056  -1.2797  -1.406
C  -1.4723  0.1336  0.1568  -0.441
C  0.9797  -0.4154  0.0504  0.356
N  1.0266  -1.2213  1.1534  -0.475
N  -0.0615  0.6341  0.1827  -0.267
S  2.7576  1.0213  -0.0322  -0.189
H  -2.2924  1.8139  1.2536  0.374
H  -2.3418  1.9954  -0.5055  0.395
H  -3.4590  0.9126  0.3042  0.378
H  0.8427  -0.3976  -2.0902  0.352
H  0.2122  -1.8701  -1.3192  0.465
H  1.9366  -1.6017  -1.4388  0.455
H  -1.6328  -0.3742  -0.7960  0.311
H  -1.5881  -0.5892  0.9676  0.381
H  1.1719  -0.7823  2.0533  0.239
H  1.5813  -2.0596  1.0491  0.254
H  0.0908  1.1429  1.0630  0.442
H  0.0726  1.3193  -0.5724  0.465
H  3.6316  0.1531  -0.5121  0.155

---

Which of these has the lowest HOMO? number 3

---

What is the formula in the sixth record? C4H13N2O2